Entry 1:
C7H6O4 | ωB97M-V/def2-TZVPD

As for the charge: 0. As for the total energy: -15543.96316 eV. The calculation puts the largest force on an atom at 8.72 eV/Å. The relative energy (zero: lowest compared OMol25 entry of this formula, charge and spin) comes out at 57.7 kcal per mole. The SMILES is O=Cc1c(O)cc(O)cc1O.

```
17
C7H6O4 (ωB97M-V/def2-TZVPD)
O 2.150 -0.212 2.268
C 1.739 -0.766 1.229
C 0.705 -0.268 0.374
C 0.441 -0.814 -0.853
O 1.241 -1.844 -1.354
C -0.580 -0.419 -1.619
C -1.530 0.568 -1.167
O -2.613 0.852 -1.897
C -1.298 1.133 0.168
C -0.151 0.651 0.784
O 0.008 1.213 2.066
H 1.872 -1.827 1.227
H 0.955 -1.944 -2.211
H -0.732 -0.982 -2.582
H -3.116 1.548 -1.454
H -2.270 1.849 0.422
H 1.060 0.786 2.426
```


Entry 2:
C10H18NO3 | ωB97M-V/def2-TZVPD

As for the charge: +1. As for the total energy: -18282.67060 eV. The calculation puts the largest force on an atom at 5.39 eV/Å. The relative energy (zero: lowest compared OMol25 entry of this formula, charge and spin) comes out at 132.8 kcal per mole.

```
32
C10H18NO3 (ωB97M-V/def2-TZVPD)
C 0.023 1.674 -1.022
C 0.367 3.014 -0.706
C -0.019 1.126 -2.214
C -0.149 -1.428 -0.548
C 2.039 3.670 0.973
C 0.005 2.489 1.876
C -1.031 -3.460 -1.522
C -1.694 -3.072 0.741
C 0.692 -3.714 0.168
C 0.542 3.426 0.704
N -0.592 -3.054 -0.210
O -0.271 0.723 -3.274
O -0.180 -0.816 0.468
O 0.444 4.048 -1.472
H -0.145 0.806 -0.348
H 2.596 2.669 0.696
H 2.305 4.407 0.375
H 2.094 4.093 1.919
H -0.214 1.458 1.593
H 0.708 2.388 2.611
H -0.890 2.933 2.302
H -1.518 -4.459 -1.664
H -1.718 -2.735 -2.072
H -0.192 -3.598 -2.072
H -2.448 -2.468 0.473
H -2.049 -4.079 0.808
H -1.534 -2.956 1.800
H 1.005 -3.186 0.990
H 0.479 -4.618 0.565
H 1.352 -3.560 -0.586
H -0.007 4.450 0.958
H 0.000 3.829 -2.312
```


Entry 3:
C4H12BNO | ωB97M-V/def2-TZVPD

As for the charge: 0. As for the total energy: -8554.85131 eV. The calculation puts the largest force on an atom at 4.34 eV/Å. The relative energy (zero: lowest compared OMol25 entry of this formula, charge and spin) comes out at 101.6 kcal per mole.

```
19
C4H12BNO (ωB97M-V/def2-TZVPD)
B 1.000 -0.982 0.229
C 0.693 -2.074 1.366
C -1.825 0.304 -0.604
C 0.920 1.836 -0.732
C -1.071 0.974 0.518
N 0.432 1.030 0.347
O 1.506 -1.035 -0.980
H 1.581 -2.795 1.281
H -0.237 -2.672 1.435
H 0.830 -1.632 2.342
H -2.796 0.165 -0.283
H -1.853 0.792 -1.625
H -1.245 -0.713 -0.578
H 1.247 1.215 -1.494
H 0.222 2.580 -1.102
H 1.838 2.345 -0.409
H -1.421 2.024 0.470
H -1.206 0.362 1.410
H 1.384 -1.726 -1.591
```


Entry 4:
C18H28N2O3 | ωB97M-V/def2-TZVPD

As for the charge: 0. As for the total energy: -28243.04324 eV. The calculation puts the largest force on an atom at 0.68 eV/Å. The relative energy (zero: lowest compared OMol25 entry of this formula, charge and spin) comes out at 36.3 kcal per mole. The SMILES is COc1cc(CNC2CCCCCCC2)ccc1OCC(N)=O.

```
51
C18H28N2O3 (ωB97M-V/def2-TZVPD)
C 1.403 2.854 -3.435
O 0.593 1.751 -3.755
C 0.670 0.615 -2.999
C 1.354 0.528 -1.796
C 1.358 -0.639 -1.041
C 2.045 -0.651 0.304
N 1.296 0.048 1.340
C -0.001 -0.529 1.685
C 0.197 -1.776 2.554
C 1.039 -1.593 3.813
C 0.438 -0.724 4.923
C -1.052 -0.961 5.200
C -1.990 0.083 4.589
C -2.109 0.115 3.063
C -0.844 0.580 2.330
C 0.649 -1.737 -1.502
C -0.022 -1.674 -2.709
C -0.016 -0.517 -3.475
O -0.735 -0.560 -4.647
C -0.255 0.156 -5.769
C -0.793 1.587 -5.882
N -1.967 1.762 -5.245
O -0.247 2.436 -6.548
H 2.459 2.575 -3.378
H 1.258 3.557 -4.254
H 1.095 3.320 -2.492
H 1.892 1.387 -1.424
H 2.210 -1.679 0.632
H 3.019 -0.157 0.229
H 1.160 1.010 1.045
H -0.541 -0.864 0.778
H -0.781 -2.182 2.811
H 0.691 -2.532 1.939
H 2.002 -1.168 3.524
H 1.223 -2.590 4.223
H 0.601 0.329 4.700
H 1.005 -0.937 5.833
H -1.341 -1.959 4.870
H -1.213 -0.928 6.281
H -1.678 1.073 4.932
H -2.991 -0.096 4.991
H -2.421 -0.862 2.691
H -2.917 0.812 2.827
H -0.214 1.149 3.012
H -1.135 1.262 1.524
H 0.633 -2.651 -0.928
H -0.567 -2.525 -3.087
H 0.837 0.181 -5.803
H -0.615 -0.399 -6.643
H -2.373 2.681 -5.199
H -2.307 1.038 -4.634
```


Entry 5:
C4H9NO2 | ωB97M-V/def2-TZVPD

As for the charge: 0. As for the total energy: -9878.21654 eV. The calculation puts the largest force on an atom at 0.48 eV/Å. The relative energy (zero: lowest compared OMol25 entry of this formula, charge and spin) comes out at 42.5 kcal per mole. The SMILES is C/N=C/OCCO.

```
16
C4H9NO2 (ωB97M-V/def2-TZVPD)
C -0.428 -1.084 -2.251
N -0.009 -0.520 -0.983
C -0.129 -1.240 0.051
O 0.154 -0.875 1.300
C 0.793 0.387 1.579
C 0.099 1.642 1.043
O 0.571 2.063 -0.205
H -1.316 -0.551 -2.608
H 0.362 -0.940 -2.994
H -0.668 -2.157 -2.198
H -0.500 -2.271 0.043
H 0.817 0.402 2.672
H 1.820 0.361 1.197
H -0.992 1.474 1.053
H 0.306 2.458 1.744
H 0.447 1.285 -0.784
```


Entry 6:
C6H10N2 | ωB97M-V/def2-TZVPD

As for the charge: 0. As for the total energy: -9358.02531 eV. The calculation puts the largest force on an atom at 3.29 eV/Å. The relative energy (zero: lowest compared OMol25 entry of this formula, charge and spin) comes out at 147.9 kcal per mole. The SMILES is C1CN2[C@H]3[C@H]1NC[C@H]32.

```
18
C6H10N2 (ωB97M-V/def2-TZVPD)
C -0.130 -0.638 -1.770
C -0.523 0.997 -1.540
N -1.190 1.022 -0.028
C -0.871 -0.299 0.358
C 0.405 -0.608 -0.374
N 1.195 -1.271 0.618
C 1.080 0.082 1.584
C -0.378 0.617 1.342
H 0.630 -0.579 -2.523
H -0.974 -1.239 -2.128
H -1.280 1.430 -2.260
H 0.478 1.536 -1.548
H -1.595 -1.063 0.544
H 0.911 0.301 -0.397
H 2.141 -1.291 0.361
H 1.757 0.896 1.416
H 1.224 -0.220 2.625
H -0.830 1.070 2.186
```


Entry 7:
C3H5FN2S2 | ωB97M-V/def2-TZVPD

As for the charge: 0. As for the total energy: -30556.48161 eV. The calculation puts the largest force on an atom at 7.19 eV/Å. The relative energy (zero: lowest compared OMol25 entry of this formula, charge and spin) comes out at 79.6 kcal per mole.

```
13
C3H5FN2S2 (ωB97M-V/def2-TZVPD)
C 1.655 0.116 -0.197
C 0.381 -0.468 -0.036
C -0.986 0.203 0.091
H 2.782 1.538 -1.033
H 1.171 2.133 -0.445
H 3.266 -0.366 1.272
H 2.474 -1.746 0.644
H -1.268 -1.936 -0.656
N 1.868 1.428 -0.238
N 2.802 -0.818 0.146
F 0.548 -1.855 0.009
S -2.220 -0.981 -0.070
S -1.052 1.838 0.172
```


Entry 8:
C4H12O | ωB97M-V/def2-TZVPD

As for the charge: 0. As for the total energy: -6389.28748 eV. The calculation puts the largest force on an atom at 1.96 eV/Å. The relative energy (zero: lowest compared OMol25 entry of this formula, charge and spin) comes out at 19.2 kcal per mole. The SMILES is CCO.CC.

```
17
C4H12O (ωB97M-V/def2-TZVPD)
C 1.367 -2.176 -1.478
C 1.091 -1.350 -0.204
O 2.368 -0.903 0.285
H 0.526 -2.838 -1.694
H 2.245 -2.772 -1.245
H 1.570 -1.532 -2.331
H 0.545 -0.430 -0.356
H 0.577 -1.974 0.531
H 2.642 -1.483 1.018
C -1.802 2.629 0.424
C -1.391 1.260 0.926
H -2.904 2.594 0.474
H -1.532 3.499 1.018
H -1.590 2.806 -0.629
H -2.211 0.597 1.162
H -0.801 1.298 1.846
H -0.701 0.773 0.254
```


Entry 9:
C3H7NO3 | ωB97M-V/def2-TZVPD

As for the charge: 0. As for the total energy: -10856.61665 eV. The calculation puts the largest force on an atom at 1.46 eV/Å. The relative energy (zero: lowest compared OMol25 entry of this formula, charge and spin) comes out at 40.4 kcal per mole. The SMILES is O=CCNC=O.O.

```
14
C3H7NO3 (ωB97M-V/def2-TZVPD)
O -1.047 -1.472 0.185
C -0.013 -1.279 0.767
C 0.903 -0.132 0.377
N 0.207 0.958 -0.231
C -0.587 1.783 0.493
O -0.843 1.586 1.663
H 0.252 -1.910 1.631
H 1.446 0.167 1.288
H 1.753 -0.368 -0.260
H 0.549 1.293 -1.114
H -0.915 2.692 -0.030
O 0.915 -1.084 -2.326
H 0.785 -1.969 -1.968
H 0.673 -1.147 -3.259
```


Entry 10:
C4H14N2O | ωB97M-V/def2-TZVPD

As for the charge: +2. As for the total energy: -9385.70705 eV. The calculation puts the largest force on an atom at 1.60 eV/Å. The relative energy (zero: lowest compared OMol25 entry of this formula, charge and spin) comes out at 19.8 kcal per mole.

```
21
C4H14N2O (ωB97M-V/def2-TZVPD)
C -0.532 0.750 -1.440
C -0.249 -0.047 -0.165
C 1.124 -0.673 -0.112
C 2.011 -0.910 -1.056
N 1.622 -0.718 1.307
N -2.067 0.762 -1.649
H -0.326 1.808 -1.407
H -0.157 0.267 -2.335
H -0.376 0.603 0.682
H -0.932 -0.882 -0.214
H 2.931 -1.447 -0.860
H 1.739 -0.909 -2.086
H 2.460 -0.131 1.352
H 1.820 -1.636 1.714
H 0.978 -0.258 1.981
H -2.532 0.011 -1.142
H -2.495 1.646 -1.378
H -2.381 0.704 -2.626
H -1.015 -0.393 3.371
H -0.763 1.116 3.317
O -0.859 0.337 2.747
```


Entry 11:
H22O11Xe | ωB97M-V/def2-TZVPD

As for the charge: 0. As for the total energy: -31842.58357 eV. The calculation puts the largest force on an atom at 0.98 eV/Å. The relative energy (zero: lowest compared OMol25 entry of this formula, charge and spin) comes out at 8.4 kcal per mole.

```
34
H22O11Xe (ωB97M-V/def2-TZVPD)
Xe 0.172 0.321 0.483
O 1.242 1.087 -3.379
H 0.311 1.205 -3.188
H 1.259 0.650 -4.230
O 2.636 -1.962 -1.815
H 2.919 -2.163 -2.707
H 1.764 -2.351 -1.747
O -3.732 -1.213 0.861
H -3.438 -0.470 1.388
H -3.716 -1.956 1.465
O -0.445 -1.379 3.826
H 0.266 -0.898 4.249
H -1.133 -0.726 3.697
O -2.985 1.387 2.503
H -3.221 1.843 3.312
H -3.288 1.967 1.804
O 3.694 -0.023 -0.092
H 3.196 -0.734 -0.496
H 3.978 -0.377 0.751
O -2.288 -2.282 -1.390
H -2.540 -2.184 -0.472
H -2.941 -1.776 -1.873
O 2.510 2.284 -1.035
H 2.724 1.509 -0.516
H 2.085 1.937 -1.820
O 0.632 -2.902 1.445
H 0.224 -2.215 1.973
H 1.311 -3.268 2.011
O 1.000 4.148 0.559
H 1.640 3.609 0.095
H 1.115 3.918 1.481
O -1.475 0.988 -2.730
H -1.472 0.324 -2.041
H -2.009 1.699 -2.375
```


Entry 12:
C12H18NNbO11P3S | ωB97M-V/def2-TZVPD

As for the charge: -1. As for the total energy: -76995.47059 eV. The calculation puts the largest force on an atom at 5.05 eV/Å.

```
47
C12H18NNbO11P3S (ωB97M-V/def2-TZVPD)
N 7.021 -1.899 2.373
P 6.114 -1.220 1.202
Nb 3.613 -1.570 1.806
P 3.254 0.897 2.336
S 4.924 1.837 2.824
P 1.142 -2.146 2.164
O 0.624 -1.776 3.619
O 0.160 -1.226 1.040
O 0.953 -3.872 1.791
H 6.351 -2.275 3.095
H 6.386 -1.943 -0.013
H 6.419 0.172 0.994
H 4.049 -1.835 3.543
H 3.900 -3.338 1.481
H 3.239 -1.208 0.065
H 2.395 0.966 3.526
H 2.531 1.619 1.289
H 0.516 -1.459 0.119
H 1.861 -4.259 2.048
C -2.837 0.332 1.712
C -3.984 0.339 2.392
C -4.878 1.531 2.390
O -5.935 1.501 3.010
C -4.443 2.716 1.635
C -3.293 2.710 0.957
C -2.414 1.509 0.937
O -1.373 1.527 0.290
O -2.878 3.822 0.248
O -4.387 -0.763 3.125
H -2.179 -0.528 1.703
H -5.093 3.582 1.657
H -2.019 3.567 -0.156
H -5.248 -0.511 3.523
C 0.215 -0.478 -4.117
C -0.607 -0.762 -5.130
C -1.912 -0.063 -5.286
O -2.637 -0.331 -6.238
C -2.285 0.935 -4.271
C -1.465 1.216 -3.257
C -0.148 0.537 -3.116
O 0.592 0.829 -2.183
O -1.811 2.151 -2.298
O -0.273 -1.716 -6.073
H 1.168 -0.977 -3.993
H -3.245 1.423 -4.387
H -1.054 2.175 -1.673
H -1.028 -1.736 -6.702
```


Entry 13:
C2H7N3S | ωB97M-V/def2-TZVPD

As for the charge: 0. As for the total energy: -17489.60006 eV. The calculation puts the largest force on an atom at 7.99 eV/Å. The relative energy (zero: lowest compared OMol25 entry of this formula, charge and spin) comes out at 76.4 kcal per mole.

```
13
C2H7N3S (ωB97M-V/def2-TZVPD)
C 2.525 0.406 0.228
C -0.070 -0.219 -0.094
H 3.421 0.177 0.546
H 1.715 1.129 1.045
H 2.522 1.088 -0.589
H -0.878 1.420 -0.378
H -1.095 -1.945 0.225
H -3.016 -0.288 0.769
H -3.084 -0.577 -0.886
N -0.011 0.931 -0.568
N -1.152 -0.881 0.155
N -2.478 -0.127 -0.109
S 1.599 -1.114 -0.345
```


Entry 14:
C24H60BN3O9P | ωB97M-V/def2-TZVPD

As for the charge: -1. As for the total energy: -58716.87379 eV. The calculation puts the largest force on an atom at 3.93 eV/Å.

```
98
C24H60BN3O9P (ωB97M-V/def2-TZVPD)
C 4.797 0.618 3.650
C 3.388 0.886 2.971
O 2.968 2.056 2.904
O 2.664 -0.238 2.494
C 2.126 -0.987 3.632
C 0.641 -1.561 3.365
C -0.488 -0.672 4.095
P -0.581 1.082 3.238
C -2.104 0.588 2.182
C -1.795 -0.520 1.038
O -2.774 -0.322 -0.050
C -1.592 1.822 4.668
C -2.997 2.481 4.345
C -4.185 1.499 4.869
O -5.350 1.506 4.014
B -0.359 2.814 2.333
O 0.077 3.929 3.158
N -0.636 3.060 0.876
C -0.212 4.487 0.594
C 0.244 2.231 -0.022
H 5.458 1.538 3.528
H 5.355 -0.246 3.141
H 4.702 0.322 4.754
H 2.815 -1.892 3.785
H 2.169 -0.291 4.540
H 0.567 -2.612 3.836
H 0.493 -1.639 2.237
H -0.108 -0.462 5.157
H -1.510 -1.176 4.099
H 0.268 0.529 2.200
H 0.643 1.404 3.987
H -2.871 0.071 2.875
H -2.629 1.446 1.647
H -1.992 -1.551 1.475
H -0.775 -0.396 0.557
H -2.629 0.570 -0.426
H -0.947 2.607 5.205
H -1.750 0.989 5.451
H -3.172 2.865 3.294
H -3.095 3.407 5.028
H -3.797 0.435 5.048
H -4.525 1.875 5.899
H -5.050 1.537 3.085
H 1.002 3.819 3.453
H 0.898 4.664 0.835
H -0.849 5.248 1.143
H -0.310 4.712 -0.534
H 1.078 1.739 0.575
H -0.442 1.491 -0.558
H 0.738 2.848 -0.858
C 6.891 -1.649 -3.252
O 6.681 -0.263 -3.475
C 5.329 0.056 -3.809
C 4.663 0.836 -2.676
N 4.434 -0.013 -1.508
C 4.048 0.727 -0.303
C 5.071 1.719 0.274
O 6.242 1.102 0.805
C 7.250 0.820 -0.152
H 7.966 -1.817 -3.165
H 6.418 -1.972 -2.322
H 6.514 -2.244 -4.090
H 4.750 -0.833 -4.078
H 5.372 0.701 -4.692
H 3.704 1.232 -3.026
H 5.315 1.682 -2.430
H 5.285 -0.526 -1.305
H 3.835 -0.020 0.466
H 3.108 1.254 -0.498
H 4.592 2.219 1.120
H 5.334 2.516 -0.431
H 7.270 1.552 -0.964
H 7.124 -0.190 -0.548
H 8.215 0.847 0.359
C -4.748 -4.592 -6.281
O -5.656 -4.534 -5.192
C -5.077 -4.949 -3.953
C -4.927 -3.763 -3.002
N -3.890 -2.840 -3.462
C -3.878 -1.558 -2.750
C -5.118 -0.663 -2.884
O -5.319 -0.138 -4.195
C -6.012 -1.004 -5.078
H -5.312 -4.418 -7.200
H -3.985 -3.817 -6.197
H -4.275 -5.577 -6.348
H -4.125 -5.471 -4.097
H -5.778 -5.661 -3.507
H -4.665 -4.130 -2.005
H -5.901 -3.264 -2.941
H -4.031 -2.653 -4.448
H -3.019 -0.999 -3.131
H -3.685 -1.745 -1.690
H -4.955 0.208 -2.241
H -6.030 -1.142 -2.511
H -6.743 -1.630 -4.561
H -5.304 -1.621 -5.637
H -6.542 -0.386 -5.806
```